[1]
Formula: C2CoO4
Source: the Open Molecules 2025 dataset
Level of theory: ωB97M-V/def2-TZVPD

LUMO energy (alpha / beta): -19.11 / -22.73 eV
Orbital gap (alpha / beta): 7.9 / 4.2 eV
E: -47839.4918 eV
Spin multiplicity: 5
Net charge: +3
HOMO energy (alpha / beta): -26.99 / -26.98 eV

Each line ends with the Mulliken charge.
Cartesian coordinates (Å):
O  -1.185  1.519  0.699  -0.0652
C  -0.938  2.459  1.288  0.3040
O  0.161  -1.557  0.097  -0.1130
O  0.978  -0.354  -1.616  0.1248
C  1.148  -1.055  -0.687  0.9347
O  1.473  -0.915  0.573  0.1982
Co  -1.638  -0.096  -0.354  1.6165



[2]
Formula: C9H8NO2
Source: the Open Molecules 2025 dataset
Level of theory: ωB97M-V/def2-TZVPD

LUMO energy: -5.38 eV
Orbital gap: 8.8 eV
E: -15038.5390 eV
Spin multiplicity: 1
Net charge: +1
HOMO energy: -14.14 eV

Each line ends with the Mulliken charge.
Cartesian coordinates (Å):
C  0.405  1.582  -2.392  -0.7698
C  1.530  0.852  -2.003  -0.4252
C  -0.739  1.526  -1.660  -0.8670
C  1.569  0.006  -0.903  -0.7111
C  -0.793  0.615  -0.551  0.4921
C  0.332  -0.183  -0.286  0.2087
C  -1.947  0.680  0.059  0.9390
C  -1.059  -1.444  2.809  -0.4071
C  0.150  -1.159  0.851  0.3309
N  -1.004  -1.028  1.608  -0.4669
O  -3.015  0.885  0.367  -0.2041
O  1.294  -1.184  1.575  -0.5819
H  0.485  2.225  -3.188  0.5156
H  2.406  0.898  -2.535  0.4925
H  -1.541  2.075  -1.973  0.5303
H  2.331  -0.628  -0.566  0.5786
H  -0.170  -1.959  3.119  0.2883
H  -1.962  -1.395  3.403  0.2953
H  0.184  -2.119  0.400  0.3747
H  1.544  -0.247  1.867  0.3870



[3]
Formula: C40H33AsCoN3OS5
Source: the Open Molecules 2025 dataset
Level of theory: ωB97M-V/def2-TZVPD

LUMO energy (alpha / beta): -0.33 / -2.04 eV
Orbital gap (alpha / beta): 6.6 / 6.2 eV
E: -201170.1336 eV
Spin multiplicity: 5
Net charge: 0
HOMO energy (alpha / beta): -6.95 / -8.22 eV

Each line ends with the Mulliken charge.
Cartesian coordinates (Å):
Co  0.597  1.264  -1.587  -0.3006
S  4.936  6.881  -2.066  -0.1993
C  3.983  5.562  -1.816  0.1337
S  2.398  5.519  -2.467  -0.0590
C  2.106  3.771  -2.405  0.2930
C  3.082  3.069  -1.717  0.0369
S  2.960  1.363  -1.424  -0.3656
S  4.418  3.977  -1.055  -0.0119
S  0.635  3.107  -2.954  -0.3834
N  -9.173  0.740  -2.552  -0.5220
C  -8.009  0.883  -2.536  0.0400
C  -6.591  0.941  -2.512  0.5155
C  -5.706  -0.097  -2.896  -0.7304
C  -4.310  0.047  -2.812  -0.2962
C  -3.812  1.207  -2.223  0.5478
C  -4.672  2.290  -1.965  -0.2812
C  -6.030  2.191  -2.066  -0.7659
C  -2.430  1.222  -1.957  0.1709
C  -1.242  1.348  -1.617  0.2200
H  -6.150  -0.993  -3.365  0.3820
H  -3.544  -0.638  -3.238  0.3239
H  -4.253  3.242  -1.636  0.4961
H  -6.709  2.984  -1.785  0.4457
C  4.564  -3.226  -0.965  -1.0322
C  3.568  -4.372  -1.299  -0.4711
N  2.504  -4.542  -0.249  0.1136
C  2.777  -5.490  0.834  -0.7112
C  3.010  -4.862  2.168  -0.9912
C  1.431  -3.703  -0.183  0.2862
O  0.638  -3.718  0.745  -0.6060
C  1.101  -2.913  -1.476  0.2154
C  0.172  -3.400  -2.456  -0.4998
C  -0.517  -2.517  -3.271  -0.9829
C  -0.239  -1.169  -3.188  -0.4011
N  0.623  -0.710  -2.241  -0.3107
C  1.359  -1.542  -1.500  -0.0325
H  4.410  -2.398  -1.706  0.2421
H  5.544  -3.643  -1.110  0.3485
H  4.499  -2.805  0.042  0.2580
H  4.087  -5.336  -1.519  0.6213
H  3.066  -4.062  -2.233  0.2454
H  3.680  -6.021  0.526  0.3806
H  1.944  -6.170  0.763  0.3830
H  3.877  -4.159  2.147  0.2352
H  3.313  -5.627  2.882  0.4175
H  2.073  -4.376  2.507  0.2418
H  0.046  -4.426  -2.576  0.6227
H  -1.250  -2.902  -3.930  0.5517
H  -0.722  -0.416  -3.870  0.4723
H  2.175  -1.104  -0.893  0.3917
C  3.644  0.342  3.648  -0.7042
C  2.400  -0.284  3.885  -0.5358
C  1.340  0.047  3.076  -0.4046
C  1.543  0.830  1.911  0.0626
C  2.739  1.434  1.684  -0.1585
C  3.833  1.100  2.518  -0.8479
As  0.074  1.328  0.622  1.9295
C  -1.381  0.121  1.060  -0.3118
C  -2.644  0.627  1.369  -0.1164
C  -3.755  -0.195  1.714  -0.7384
C  -3.496  -1.561  1.957  -0.3994
C  -2.250  -2.103  1.704  -0.7780
C  -1.217  -1.288  1.116  0.1017
C  -0.550  2.983  1.452  0.5411
C  -1.557  3.730  0.873  -0.3404
C  -2.112  4.887  1.452  -0.7824
C  -1.460  5.363  2.590  -0.5646
C  -0.381  4.670  3.108  -0.4504
C  0.115  3.518  2.579  -0.4633
H  4.491  0.121  4.256  0.3802
H  2.289  -1.060  4.635  0.4213
H  0.358  -0.455  3.261  0.2984
H  2.817  2.178  0.868  0.4688
H  4.850  1.469  2.301  0.3947
H  -2.737  1.695  1.317  0.2946
H  -4.766  0.248  1.806  0.4174
H  -4.369  -2.182  2.259  0.3088
H  -2.004  -3.150  1.821  0.4619
H  -0.245  -1.667  0.772  0.2923
H  -2.057  3.309  0.015  0.1871
H  -3.025  5.282  1.024  0.4517
H  -1.783  6.280  3.062  0.3956
H  0.057  5.137  4.063  0.2582
H  1.023  2.971  2.929  0.2517



[4]
Formula: CH5BS
Source: the Open Molecules 2025 dataset
Level of theory: ωB97M-V/def2-TZVPD

LUMO energy: -0.81 eV
Orbital gap: 6.5 eV
E: -12624.8961 eV
Spin multiplicity: 1
Net charge: 0
HOMO energy: -7.27 eV

Each line ends with the Mulliken charge.
Cartesian coordinates (Å):
B  -1.179  -1.192  0.046  0.1324
C  1.433  0.976  -0.480  -0.7372
S  -0.194  0.444  0.280  0.0304
H  -2.291  -0.954  -0.146  -0.0055
H  -0.761  -2.196  0.443  -0.0182
H  2.322  0.550  0.112  0.2061
H  1.259  2.086  -0.346  0.2016
H  -0.722  0.817  -0.811  0.1905



[5]
Formula: C5H11NO
Source: the Open Molecules 2025 dataset
Level of theory: ωB97M-V/def2-TZVPD

LUMO energy: 0.67 eV
SMILES: C=CC(=C)NC.O
Orbital gap: 8.8 eV
E: -8899.3805 eV
Spin multiplicity: 1
Net charge: 0
HOMO energy: -8.16 eV

Each line ends with the Mulliken charge.
Cartesian coordinates (Å):
C  1.165  -1.849  1.669  -0.7635
C  1.181  -0.639  1.030  0.0967
C  0.471  -0.308  -0.224  0.3889
C  -0.280  -1.187  -0.945  -0.8873
N  0.682  1.043  -0.617  -0.3021
C  -0.171  1.625  -1.674  -0.8905
H  0.676  -2.714  1.304  0.2493
H  1.620  -1.930  2.676  0.2226
H  1.733  0.203  1.473  0.1905
H  -0.584  -0.986  -1.953  0.2002
H  -0.576  -2.203  -0.547  0.1866
H  0.840  1.653  0.127  0.2915
H  -0.092  1.001  -2.559  0.3123
H  0.232  2.568  -1.907  0.3710
H  -1.216  1.759  -1.364  0.2670
O  -1.813  0.993  1.392  -0.6515
H  -1.211  0.300  1.060  0.4041
H  -2.656  0.672  1.059  0.3142